This record from OMol25 describes one molecule with the formula C5H5F. The level of theory is ωB97M-V/def2-TZVPD.

Summary:
SMILES: C=C1C(C)=C1F
Frontier orbital gap in Eh: 0.3266
HOMO level in eV: -8.18

Geometry as ORCA input:
```
! wB97M-V def2-TZVPD RIJCOSX def2/J DEFGRID3
* xyz 0 1
F 2.62687 -0.53098 -0.03339
C 0.08192 -0.59082 0.09384
C -0.99157 -1.59486 0.01816
C 1.34509 -0.15262 0.07952
C 0.31918 0.86006 0.08411
C 0.16751 2.13642 0.04407
H -1.89535 -1.13042 0.51720
H -0.84826 2.52419 0.06997
H -1.25121 -1.63335 -1.01517
H 1.07291 2.67264 -0.12598
H -0.62709 -2.56026 0.26767
*
```



This record from OMol25 describes one molecule with the formula C5H5F2N. The level of theory is ωB97M-V/def2-TZVPD.

Summary:
SMILES: FC1(F)C=CC=NC1
Frontier orbital gap in Eh: 0.3835
HOMO level in eV: -10.27

Geometry as ORCA input:
```
! wB97M-V def2-TZVPD RIJCOSX def2/J DEFGRID3
* xyz 0 1
F 2.03031 0.07580 -1.04528
F 1.97493 0.04756 1.13696
N -1.12893 1.34682 0.12612
C -0.93716 -1.15485 0.02378
C 0.39430 -1.28668 0.05692
C 0.31694 1.30444 -0.11071
C 1.22419 -0.01108 0.02016
C -1.63881 0.18837 0.05068
H -2.74657 0.23086 0.23151
H -1.41453 -2.11189 0.00357
H 0.74340 2.04510 0.53359
H 0.98544 -2.28186 0.21632
H 0.19648 1.60741 -1.24360
*
```



This record from OMol25 describes one molecule with the formula C5H5F2N. The level of theory is ωB97M-V/def2-TZVPD.

Summary:
SMILES: CN=C=C/C(F)=C/F
Frontier orbital gap in Eh: 0.3094
HOMO level in eV: -7.89

Geometry as ORCA input:
```
! wB97M-V def2-TZVPD RIJCOSX def2/J DEFGRID3
* xyz 0 1
F 3.00141 -1.17268 0.24864
F 3.38775 1.57008 0.29511
N -1.49899 0.01951 -0.52105
C 2.20273 0.91904 0.02075
C 0.76950 -1.06084 -0.35982
C -0.41531 -0.47771 -0.33631
C 1.96523 -0.41431 -0.00396
C -2.75897 0.20140 0.20804
H 1.51305 1.80544 -0.30052
H -3.61625 -0.00287 -0.48797
H 0.69173 -2.19284 -0.43525
H -2.70901 -0.45402 1.16237
H -2.53289 1.25981 0.50996
*
```



This record from OMol25 describes one molecule with the formula C5H5F2N3. The level of theory is ωB97M-V/def2-TZVPD.

Summary:
SMILES: FC1(F)C[C@H]1c1nnc[nH]1
Frontier orbital gap in Eh: 0.3165
HOMO level in eV: -8.17

Geometry as ORCA input:
```
! wB97M-V def2-TZVPD RIJCOSX def2/J DEFGRID3
* xyz 0 1
F 3.08960 0.87965 -0.57987
F 1.91258 -0.92765 -1.15279
N -0.82550 -1.06831 0.43467
N -0.62358 -1.68361 2.52170
N 0.19942 -0.74819 2.37214
C -1.19318 -1.95381 1.35192
C 0.77846 0.80514 0.51543
C 0.68604 1.17681 -0.94975
C 1.87336 0.38251 -0.81527
C 0.09143 -0.32537 1.10192
H 0.93932 2.28188 -1.08390
H -1.78366 -2.69813 0.99270
H 1.36016 1.49867 1.10632
H -0.03644 0.54950 -1.42324
H -0.91056 -1.19650 -0.55540
*
```



This record from OMol25 describes one molecule with the formula C5H5F3N2O. The level of theory is ωB97M-V/def2-TZVPD.

Summary:
Frontier orbital gap (spin up / spin down) in Eh: 0.2935 / 0.2935
HOMO level (spin up / spin down) in eV: -8.78 / -8.78

Geometry as ORCA input:
```
! wB97M-V def2-TZVPD RIJCOSX def2/J DEFGRID3
* xyz 0 1
F 1.48990 -1.42862 0.52460
F 1.62520 -0.90149 -1.48456
F 3.03125 -0.11691 -0.00949
O 1.74267 1.91428 0.59873
N -0.45859 -0.04663 1.85938
N -0.07378 1.26272 -0.67896
C -1.41238 -0.48410 1.28323
C 1.71980 -0.32258 -0.23792
C 0.95339 0.93975 0.00363
C -1.16543 0.42380 -1.02715
C -1.44778 -0.85934 -0.47413
H -0.61082 -1.58245 -0.48576
H -2.33061 -0.97645 1.34893
H -2.40884 -1.17391 -0.72380
H -1.85411 0.96941 -1.71952
H 1.20015 2.38251 1.22277
*
```



This record from OMol25 describes one molecule with the formula C5H5F3N4O2. The level of theory is ωB97M-V/def2-TZVPD.

Summary:
Frontier orbital gap (spin up / spin down) in Eh: 0.3075 / 0.3075
HOMO level (spin up / spin down) in eV: -8.84 / -8.84

Geometry as ORCA input:
```
! wB97M-V def2-TZVPD RIJCOSX def2/J DEFGRID3
* xyz 0 1
F 3.18684 0.69145 1.64866
F 1.55451 -0.05556 2.84009
F 1.49216 1.94865 2.04886
O -0.67073 1.21808 -2.28770
O -1.41973 -0.11755 -0.58138
N 0.65959 -0.89977 0.21689
N -1.40279 1.19332 -1.32810
N -0.70062 -2.35770 -0.90328
N 0.83994 -2.06413 0.72782
C 1.84724 0.67315 1.76488
C 1.13173 0.26028 0.52225
C 0.02663 -2.89112 0.01004
C -0.40644 -0.98159 -0.90687
C -2.14399 2.08138 -0.78303
H 0.90096 1.08966 -0.12905
H -2.26843 3.02195 -1.28285
H 0.04375 -3.94414 0.21324
H -2.72011 1.80205 0.07649
H 0.04950 -0.66839 -1.86695
*
```



This record from OMol25 describes C5H5FMgO4Rb as an isolated structure. The level of theory is ωB97M-V/def2-TZVPD.

Summary:
Frontier orbital gap (spin up / spin down) in Eh: 0.2485 / 0.2578
HOMO level (spin up / spin down) in eV: -15.01 / -15.30

Geometry as ORCA input:
```
! wB97M-V def2-TZVPD RIJCOSX def2/J DEFGRID3
* xyz 2 2
Rb -0.06787 0.42008 2.14086
Mg -1.49731 -3.76547 2.05197
F -1.73580 0.23820 -0.35194
O 1.71491 -0.47368 -2.62311
O 1.34635 1.60487 -3.13322
O -1.50425 -2.11443 0.73372
O 2.35609 1.11899 -1.17105
C -1.94980 -0.84490 -1.19847
C 0.69676 0.84423 -4.02709
C 0.61457 -0.42319 -3.49550
C -2.02617 -2.04427 -0.41341
C 2.01900 0.76629 -2.26478
H -2.75899 -2.80044 -0.73335
H -0.98244 -0.78020 -2.22302
H 0.50637 -1.33349 -4.08625
H 0.14131 1.34612 -4.81496
H -2.85809 -0.64235 -1.77772
*
```



This record from OMol25 describes an isolated ion of composition C5H5FN and charge +1. The level of theory is ωB97M-V/def2-TZVPD.

Summary:
Frontier orbital gap in Eh: 0.2731
HOMO level in eV: -15.16

Geometry as ORCA input:
```
! wB97M-V def2-TZVPD RIJCOSX def2/J DEFGRID3
* xyz 1 1
F 0.94291 2.38121 0.66661
N 1.49636 0.48789 -2.08445
C -0.03533 0.19151 0.29105
C 0.77542 -0.50211 -1.92863
C -0.82329 -0.01545 1.55177
C -0.05445 -0.72841 -0.74199
C 0.75350 1.29872 0.06147
H -1.88996 0.06527 1.33608
H -0.62945 -1.01569 1.93767
H 0.72831 -1.27620 -2.70169
H -0.56926 0.71493 2.31244
H -0.69475 -1.60167 -0.70032
*
```



This record from OMol25 describes an isolated ion of composition C5H5FN and charge +1. The level of theory is ωB97M-V/def2-TZVPD.

Summary:
Frontier orbital gap (spin up / spin down) in Eh: 0.2689 / 0.2467
HOMO level (spin up / spin down) in eV: -14.22 / -13.82

Geometry as ORCA input:
```
! wB97M-V def2-TZVPD RIJCOSX def2/J DEFGRID3
* xyz 1 1
F -2.36282 -1.37151 -0.01001
N -1.79877 0.80048 0.04959
C -1.71728 -0.36866 0.33120
C 0.71501 -0.06089 -0.00133
C 1.29937 -1.34816 0.04795
C 0.40123 1.16085 -0.17681
C -0.89293 1.69319 0.00738
H -1.29532 2.64621 -0.20136
H 0.67179 -2.09644 0.06947
H 1.88980 -1.58461 0.95268
H 1.09781 2.02223 -0.17944
H 1.99211 -1.49269 -0.88931
*
```



This record from OMol25 describes one molecule with the formula C5H5FO. The level of theory is ωB97M-V/def2-TZVPD.

Summary:
SMILES: FC1=COCC=C1
Frontier orbital gap in Eh: 0.3239
HOMO level in eV: -7.91

Geometry as ORCA input:
```
! wB97M-V def2-TZVPD RIJCOSX def2/J DEFGRID3
* xyz 0 1
F -2.61860 0.79509 0.26914
O 0.08807 -1.26802 -0.88829
C 0.96473 0.58584 0.52306
C -0.26694 1.04836 0.71229
C -1.13441 -0.75063 -0.65900
C -1.35855 0.33547 0.08504
C 1.23757 -0.63462 -0.31027
H 1.74790 -1.39580 0.30027
H 1.91042 -0.37453 -1.14224
H -1.91434 -1.31528 -1.14646
H -0.49165 1.91998 1.30411
H 1.83579 1.05414 0.95236
*
```